Here is a single C6H9P molecule in a non-equilibrium geometry from the OMol25 dataset. Energies are from ωB97M-V/def2-TZVPD.

```
16
Properties=species:S:1:pos:R:3
C -1.280 0.771 -0.161
C -0.764 -0.448 -0.050
C 0.708 -0.574 -0.451
C 1.253 1.765 0.311
C 1.250 0.756 -0.804
C -1.399 -1.700 0.496
P -0.020 2.033 -0.918
H -2.332 1.021 0.061
H 1.152 -0.836 0.512
H 0.908 -1.392 -1.184
H 0.814 1.371 1.261
H 2.046 2.457 0.440
H 2.221 0.632 -1.402
H -2.372 -1.505 1.170
H -0.481 -2.014 1.001
H -1.707 -2.338 -0.280
```

The HOMO-LUMO gap (spin up / spin down) comes out at 0.21616 / 0.25821 Ha. Its spin multiplicity is 3. As for the HOMO energy (spin up / spin down): -0.175 / -0.334 Ha. For the lowest unoccupied orbital energy (spin up / spin down), the calculation gives 1.11 / -2.06 eV. The relative energy (zero: lowest compared OMol25 entry of this formula, charge and spin) comes out at 43.2 kcal/mol. For the energy, the calculation gives -15650.322 eV.

---

Here is a single C3H6OS molecule in a non-equilibrium geometry from the OMol25 dataset. Energies are from ωB97M-V/def2-TZVPD.

```
11
Properties=species:S:1:pos:R:3
O -1.781 -0.918 0.831
C -0.998 -1.285 -0.006
C 0.148 -0.433 -0.529
C 0.093 0.979 0.039
S 1.011 1.137 1.597
H -1.248 -2.221 -0.541
H 1.057 -1.019 -0.414
H -0.074 -0.396 -1.605
H -0.930 1.267 0.262
H 0.485 1.673 -0.698
H 2.237 1.215 1.063
```

The HOMO-LUMO gap comes out at 0.36621 Ha. As for the HOMO energy: -0.335 Ha. For the lowest unoccupied orbital energy, the calculation gives 0.84 eV. The relative energy (zero: lowest compared OMol25 entry of this formula, charge and spin) comes out at 13.8 kcal/mol. The SMILES is O=CCCS. For the energy, the calculation gives -16090.391 eV.

---

Here is a single C2H3N3O2 molecule in a non-equilibrium geometry from the OMol25 dataset. Energies are from ωB97M-V/def2-TZVPD.

```
10
Properties=species:S:1:pos:R:3
C -0.921 0.706 -1.174
O 0.468 0.620 -0.776
C 0.739 -0.062 0.303
N -0.209 -0.883 0.834
N 0.280 -1.379 1.842
O 1.610 -1.023 1.879
N 1.844 -0.129 0.904
H -1.567 1.523 -0.498
H -0.862 1.034 -2.268
H -1.382 -0.406 -1.047
```

The HOMO-LUMO gap comes out at 0.40162 Ha. As for the HOMO energy: -0.388 Ha. For the lowest unoccupied orbital energy, the calculation gives 0.36 eV. The relative energy (zero: lowest compared OMol25 entry of this formula, charge and spin) comes out at 106.9 kcal/mol. The SMILES is COc1nnon1. For the energy, the calculation gives -10683.822 eV.

---

Here is a single C19H19N3O4S molecule in a non-equilibrium geometry from the OMol25 dataset. Energies are from ωB97M-V/def2-TZVPD.

```
46
Properties=species:S:1:pos:R:3
C -3.827 -2.350 0.119
O -3.386 -1.020 0.143
C -3.737 -0.335 1.322
C -3.485 1.159 1.131
N -2.118 1.431 0.768
C -1.806 2.132 -0.349
O -2.649 2.656 -1.051
C -0.347 2.211 -0.661
C 0.017 2.439 -1.985
C 1.352 2.511 -2.335
C 2.336 2.328 -1.381
C 1.983 2.098 -0.054
N 2.950 1.870 0.922
S 2.619 0.729 2.107
O 3.883 0.222 2.540
O 1.752 1.303 3.093
C 1.667 -0.548 1.269
C 0.550 -1.036 1.885
C -0.221 -2.034 1.270
C 0.133 -2.515 0.040
C 1.283 -2.031 -0.616
C 1.704 -2.490 -1.882
C 2.843 -1.974 -2.436
C 3.554 -0.993 -1.721
N 3.193 -0.536 -0.555
C 2.079 -1.032 0.014
C 0.639 2.068 0.307
H -3.494 -2.771 -0.827
H -3.403 -2.933 0.948
H -4.921 -2.409 0.178
H -3.143 -0.716 2.171
H -4.801 -0.491 1.556
H -4.100 1.543 0.313
H -3.747 1.683 2.058
H -1.396 0.940 1.269
H -0.764 2.564 -2.720
H 1.632 2.698 -3.361
H 3.381 2.361 -1.653
H 3.884 1.740 0.562
H 0.280 -0.633 2.850
H -1.093 -2.417 1.777
H -0.460 -3.275 -0.447
H 1.120 -3.244 -2.392
H 3.198 -2.301 -3.401
H 4.459 -0.567 -2.133
H 0.400 1.963 1.353
```

The HOMO-LUMO gap comes out at 0.29762 Ha. As for the HOMO energy: -0.321 Ha. For the lowest unoccupied orbital energy, the calculation gives -0.63 eV. The relative energy (zero: lowest compared OMol25 entry of this formula, charge and spin) comes out at 35.5 kcal/mol. The SMILES is COCCNC(=O)c1cccc(NS(=O)(=O)c2cccc3cccnc23)c1. For the energy, the calculation gives -43506.869 eV.